Entry 1:
{
  "formula": "C14H15ClF3GaN3O12S",
  "method": "wB97M-V/def2-TZVPD",
  "symbols": ["Ga", "O", "Cl", "O", "O", "O", "O", "C", "O", "C", "C", "C", "N", "C", "C", "C", "O", "O", "H", "H", "H", "C", "N", "C", "C", "C", "N", "C", "C", "O", "H", "H", "H", "H", "H", "H", "H", "H", "H", "H", "H", "H", "F", "C", "F", "F", "S", "O", "O", "O"],
  "positions_angstrom": [[0.094978, 0.175957, -0.000933], [1.549833, -1.767648, -2.906635], [1.558384, -1.288306, -1.586652], [2.775069, -1.548517, -0.953251], [0.460475, -1.863863, -0.860185], [1.320741, 0.148581, -1.624909], [-5.620762, -1.334830, 4.127681], [-4.865115, -0.513344, 3.658664], [-4.644048, 0.690010, 3.882009], [-3.773276, -0.846930, 2.587455], [-2.539815, -1.348794, 3.031565], [-1.397105, -1.167925, 2.283463], [-1.429951, -0.537888, 1.107800], [-2.600552, -0.081016, 0.639229], [-3.780322, -0.219799, 1.332731], [-2.481795, 0.678672, -0.656823], [-3.394809, 1.361809, -1.076321], [-1.325084, 0.586807, -1.237478], [-2.491503, -1.855823, 3.983159], [-0.417093, -1.506260, 2.598171], [-4.686398, 0.199164, 0.919870], [-1.868803, 2.570916, 2.789915], [-1.685016, 3.304284, 1.553861], [-2.602754, 4.406497, 1.347666], [-2.007759, 5.411548, 0.374817], [-1.584626, 4.654253, -0.875603], [-0.631528, 3.631408, -0.494634], [0.302810, 3.186942, -1.510991], [-0.803142, 2.913803, 0.621147], [-0.070764, 1.892876, 0.854955], [-1.677312, 3.241787, 3.629970], [-1.168820, 1.741733, 2.836270], [-2.887601, 2.181862, 2.871525], [-2.793805, 4.870500, 2.319255], [-3.552354, 4.019644, 0.959437], [-1.126974, 5.878775, 0.819880], [-2.736007, 6.187763, 0.141715], [-1.099953, 5.329651, -1.585472], [-2.448785, 4.189353, -1.367493], [0.653498, 4.060031, -2.060801], [-0.175645, 2.483638, -2.199353], [1.157080, 2.682727, -1.053906], [1.570373, 2.560919, 2.729561], [2.267847, 1.428779, 2.877575], [1.585613, 0.646162, 3.721885], [3.405805, 1.769378, 3.494023], [2.621990, 0.518766, 1.254750], [3.824526, -0.171558, 1.563919], [2.653593, 1.552872, 0.270026], [1.422992, -0.360322, 1.197250]],
  "forces_ev_per_a": [[-2.096, 0.204, -0.460], [-0.016, -0.249, -0.989], [1.099, -2.065, -2.423], [1.221, -0.159, 0.772], [-1.205, 0.132, 1.103], [-0.701, 1.610, 0.631], [-0.705, -0.831, 0.334], [1.100, 0.205, -0.992], [-0.318, 0.751, 0.444], [0.475, 0.506, 0.329], [-0.310, -0.209, -0.147], [0.008, -0.167, -0.075], [0.124, -0.094, 0.050], [-0.263, -0.137, 0.098], [0.020, -0.244, -0.080], [-0.183, 0.316, -0.333], [-0.318, -0.011, 0.073], [0.429, -0.128, 0.129], [0.084, 0.010, 0.113], [-0.066, -0.004, 0.112], [0.019, 0.107, 0.003], [-0.032, -0.359, 0.256], [0.077, -0.066, -0.215], [-0.080, 0.346, -0.174], [-0.084, -0.260, -0.038], [-0.247, 0.311, 0.120], [0.039, 0.004, -0.204], [0.233, -0.413, -0.215], [0.304, -0.259, 0.399], [-0.194, 0.424, -0.196], [-0.003, -0.031, 0.022], [-0.049, 0.059, 0.019], [0.000, -0.008, 0.013], [0.001, -0.077, -0.077], [0.012, 0.018, 0.091], [-0.018, 0.063, 0.005], [-0.006, -0.025, -0.033], [-0.012, -0.146, 0.048], [0.053, 0.076, -0.005], [0.021, -0.016, 0.048], [0.013, 0.132, -0.013], [-0.111, 0.234, -0.045], [0.119, -0.061, -0.110], [0.017, 0.193, 0.162], [-0.118, -0.202, -0.060], [0.173, -0.143, -0.258], [1.559, 1.506, 2.075], [0.042, -0.510, -0.081], [-0.089, -0.013, -0.309], [-0.016, -0.319, 0.083]],
  "homo_energy_ev": -5.9884,
  "relative_energy_ev": 0.454,
  "orbital_gap_ev": 8.33,
  "charge": -1,
  "lumo_ev": 2.346
}

---

Entry 2:
{
  "formula": "C14H15DyN",
  "method": "wB97M-V/def2-TZVPD",
  "symbols": ["C", "C", "C", "C", "C", "Dy", "C", "C", "C", "N", "H", "H", "H", "H", "H", "H", "H", "H", "H", "H", "C", "C", "C", "C", "C", "C", "H", "H", "H", "H", "H"],
  "positions_angstrom": [[0.863111, -1.587848, -2.520787], [1.172875, -2.346137, -1.358638], [2.007186, -1.555138, -0.514202], [2.199898, -0.299085, -1.151840], [1.487128, -0.314228, -2.388757], [-0.160304, -0.417381, -0.712059], [-1.311075, -2.041440, 0.727495], [-1.985463, -2.189993, -0.419293], [-2.731872, -2.585857, -1.430244], [-1.502381, 0.241906, -1.540941], [2.412030, -1.854256, 0.454855], [0.830634, -3.363631, -1.155915], [2.771070, 0.542665, -0.757276], [1.422749, 0.507637, -3.103245], [0.230107, -1.908806, -3.349179], [-0.440907, -2.668141, 0.958942], [-2.263127, 0.517755, -2.173847], [-1.661942, -1.354942, 1.506079], [-3.418158, -3.433084, -1.290980], [-2.691546, -2.100132, -2.408491], [0.259486, 3.428670, 2.843637], [1.440286, 3.051132, 2.202383], [1.433487, 2.011248, 1.265037], [0.233499, 1.345679, 0.949194], [-0.939900, 1.730084, 1.612880], [-0.931316, 2.764111, 2.551075], [0.266805, 4.239563, 3.560428], [2.362999, 3.571539, 2.425397], [2.366218, 1.779823, 0.798905], [-1.871687, 1.231177, 1.376019], [-1.849889, 3.057109, 3.043369]],
  "forces_ev_per_a": [[1.100, -0.489, -0.704], [1.184, -0.552, -0.558], [1.151, -0.484, -0.808], [1.307, -0.549, -0.742], [1.500, -0.588, -0.785], [4.322, -0.387, 7.824], [-0.975, -1.136, 0.021], [-0.801, -0.606, 0.522], [0.200, 0.026, 0.261], [-9.142, 3.648, -5.893], [-0.231, 0.172, -0.315], [0.088, 0.384, -0.053], [-0.287, -0.376, -0.160], [-0.045, -0.307, 0.317], [0.200, 0.155, 0.353], [-0.331, 0.279, -0.198], [0.087, 0.123, 0.075], [0.112, -0.132, -0.334], [0.319, 0.286, -0.010], [0.010, -0.114, 0.491], [0.033, -0.163, -0.159], [-0.232, -0.177, -0.104], [-1.470, 0.858, 1.091], [0.659, -0.367, -0.336], [0.820, 0.625, 0.403], [0.135, -0.138, -0.092], [-0.001, 0.065, 0.066], [0.122, 0.121, 0.093], [0.482, -0.293, -0.344], [-0.214, 0.021, -0.043], [-0.102, 0.096, 0.120]],
  "homo_energy_ev": [-3.7304, -3.2833],
  "orbital_gap_ev": [6.76, 6.31],
  "charge": -1,
  "spin_multiplicity": 6,
  "lumo_ev": [3.026, 3.030],
  "s2": 9.347
}

---

Entry 3:
{
  "formula": "C14H15FIN4O6Se4W",
  "method": "wB97M-V/def2-TZVPD",
  "symbols": ["W", "O", "C", "C", "C", "C", "C", "C", "N", "H", "H", "H", "H", "H", "H", "H", "Se", "Se", "Se", "Se", "N", "C", "O", "C", "I", "H", "H", "H", "H", "F", "C", "C", "N", "C", "C", "O", "O", "C", "O", "N", "C", "O", "H", "H", "H", "H"],
  "positions_angstrom": [[0.154593, 0.259952, -0.051936], [-1.391729, -0.439312, 1.442373], [-1.188659, -1.707094, 2.097192], [-0.389714, -2.537670, 1.149777], [-0.280158, -3.898142, 1.328185], [0.497343, -4.637757, 0.448806], [1.135295, -3.982365, -0.597004], [0.982947, -2.625010, -0.733030], [0.228610, -1.890505, 0.128276], [-1.791901, 0.199882, 2.052918], [-2.162891, -2.159413, 2.283179], [-0.662683, -1.567327, 3.044722], [-0.801068, -4.373667, 2.149103], [0.598653, -5.708029, 0.575746], [1.747717, -4.518268, -1.308305], [1.452437, -2.086441, -1.538470], [1.403027, 0.405252, 2.239876], [0.229694, 2.275001, 1.631532], [1.525188, 3.603455, 0.162693], [0.547000, 2.522103, -1.679809], [-2.040245, 0.985219, -2.944269], [-2.420165, 1.000499, -1.707602], [-1.682193, 0.488171, -0.757796], [-3.705249, 1.605889, -1.293977], [-3.196424, 3.470628, -0.355230], [-1.103493, 0.697184, -3.249991], [-2.649523, 1.369646, -3.657296], [-4.206803, 0.990039, -0.553700], [-4.362363, 1.816876, -2.132227], [3.977840, -1.772003, -6.687710], [3.122843, -0.995794, -6.061962], [3.322380, -0.617262, -4.802011], [2.396486, 0.201065, -4.128850], [2.767289, 0.760559, -2.842505], [1.618131, 0.791616, -1.850781], [0.600826, -0.128325, -1.961553], [1.972794, 0.615028, -0.478766], [1.279190, 0.671697, -4.760102], [0.470443, 1.412750, -4.172172], [1.096226, 0.272562, -6.035650], [1.938590, -0.565095, -6.820460], [1.660314, -0.845972, -7.941658], [4.202483, -0.915765, -4.250895], [3.174175, 1.770174, -2.945432], [3.548657, 0.132909, -2.410582], [0.286399, 0.640834, -6.520731]],
  "forces_ev_per_a": [[-0.069, -0.103, -0.081], [0.134, 0.078, -0.018], [-0.050, -0.067, 0.032], [0.001, 0.040, 0.029], [0.020, -0.015, -0.040], [-0.011, 0.004, 0.014], [0.010, 0.000, -0.013], [-0.035, 0.011, 0.025], [0.022, 0.019, 0.063], [-0.092, -0.051, -0.066], [0.001, 0.028, 0.036], [0.020, 0.006, -0.018], [-0.003, 0.002, 0.000], [0.003, 0.000, -0.004], [-0.001, -0.004, 0.003], [0.003, 0.003, -0.014], [-0.036, 0.050, 0.006], [0.012, -0.072, 0.015], [-0.016, -0.026, 0.018], [0.050, 0.029, -0.017], [0.002, -0.010, 0.017], [0.030, -0.059, 0.031], [0.050, 0.066, 0.042], [0.030, 0.045, 0.005], [-0.034, -0.059, -0.030], [-0.013, 0.011, -0.003], [0.000, 0.001, 0.000], [0.005, 0.006, 0.008], [0.004, 0.026, 0.007], [-0.019, -0.001, -0.015], [0.042, -0.022, 0.014], [-0.027, 0.030, 0.020], [0.018, -0.033, -0.002], [0.019, -0.024, -0.061], [-0.047, 0.033, 0.003], [-0.020, 0.010, -0.029], [0.037, 0.015, 0.024], [-0.025, 0.068, -0.045], [-0.003, -0.021, -0.004], [0.006, -0.025, 0.015], [0.006, 0.024, 0.006], [-0.001, -0.011, -0.002], [0.003, -0.003, -0.004], [-0.011, 0.006, 0.015], [-0.010, -0.003, 0.013], [-0.002, 0.001, 0.004]],
  "homo_energy_ev": -16.8176,
  "relative_energy_ev": 1.024,
  "orbital_gap_ev": 4.91,
  "charge": 3,
  "lumo_ev": -11.908
}